Record 1
99
Properties=species:S:1:pos:R:3:forces:R:3 method="wB97M-V/def2-TZVPD" e_tot_ha=-2251.82896 homo_ha=-0.4260 multiplicity=1 total_charge=+1
P -1.1747 -0.8945 0.7431 -1.91 0.24 -1.16
P 4.9240 -0.2530 2.5829 0.01 -0.30 0.79
O 0.3030 -0.6648 0.0529 0.28 -0.71 0.79
O 3.8988 0.0616 1.5815 -0.43 0.17 -0.48
O 4.8086 -1.7575 3.1360 -0.37 0.68 -0.29
O 6.4213 -0.1603 2.0922 -0.48 0.16 0.09
N -0.1521 -1.1362 4.2922 -0.46 0.53 1.04
N -1.0966 -2.5608 1.2600 1.24 0.75 0.72
N 0.0925 -0.3545 3.1185 1.08 -1.96 -0.85
C -0.1378 -4.5323 -4.4466 -0.59 -0.16 0.15
C -3.6349 0.9102 2.3361 -0.43 -0.10 0.29
C -2.5060 0.0073 2.9003 0.21 -0.20 -0.05
C -2.9098 1.3485 -5.7745 0.62 -0.15 -0.22
C -4.5790 1.4007 -0.6299 0.92 -0.15 0.40
C -0.7313 0.2146 -5.0266 -0.65 0.00 -0.14
C -3.7511 2.3671 -3.5598 0.61 0.42 -0.16
C 4.7405 0.8035 4.0563 0.57 0.01 -0.06
C 6.7123 0.9543 1.2126 1.07 0.39 -0.34
C -3.0546 2.6878 -2.2272 0.41 -0.25 -0.20
C -0.6226 1.6061 1.9147 0.58 0.29 2.00
C 1.1651 0.7044 3.1871 -0.36 1.78 -0.24
C 3.4000 1.5081 4.0410 -0.43 0.10 -0.21
C -1.0146 -2.2797 -5.3126 -0.40 0.11 0.25
C 0.2795 1.9635 3.1504 -0.33 -1.43 -0.74
C -4.7992 0.1750 1.6431 0.32 -0.22 -0.31
C -4.7176 0.0516 0.1155 -0.63 0.55 0.02
C -3.1659 1.5546 -1.2217 -0.93 0.33 0.04
C -1.3661 -1.0578 -4.4533 0.72 -0.15 -0.55
C -1.5277 0.8325 -6.1851 0.33 0.07 0.31
C -1.0999 0.1948 2.3101 0.39 -0.37 -1.41
C 2.2301 0.5336 4.2395 -0.17 -0.62 0.02
C 7.4122 0.4168 -0.0080 -0.18 -0.27 -0.31
C -2.8220 2.5240 -4.7867 -0.59 -0.25 -0.23
C 0.9413 3.3114 3.1342 -0.31 -0.06 0.45
C 3.5461 -3.7510 3.4626 -0.65 0.68 -0.33
C 3.7295 -2.5329 2.5703 0.74 -1.32 0.66
C -1.3675 -3.6178 -4.6327 0.81 0.05 -0.43
H 0.5330 -1.0192 2.4753 -0.15 0.05 -0.23
H -2.8985 0.6128 -1.6969 0.31 -0.09 -0.06
H -1.9962 2.8284 -2.4489 0.15 0.10 0.09
H -4.1026 1.3367 -3.5453 -0.25 -0.02 0.12
H 0.0453 -2.2166 -5.5511 0.18 -0.20 0.01
H -2.5037 1.7458 -0.3805 0.41 -0.19 0.05
H 1.4961 3.4977 2.2207 0.14 -0.03 -0.11
H -0.9622 1.6869 -6.5632 0.10 -0.02 -0.17
H -1.5577 -2.7247 2.1525 -0.39 -0.21 -0.32
H 2.6496 -0.4674 4.1114 -0.09 -0.20 0.17
H -3.1170 3.4210 -5.3247 0.18 0.24 -0.01
H 0.5164 -1.4022 -0.5466 0.02 0.44 0.03
H -0.1651 -5.0226 -3.4770 0.06 -0.08 0.15
H 1.5938 3.3891 3.9965 0.21 0.21 0.00
H 0.6778 -1.6809 4.5108 0.14 0.25 -0.10
H 1.8032 0.5718 5.2390 0.02 0.13 0.15
H 7.4140 1.6180 1.7139 -0.03 -0.07 0.43
H -5.3395 1.5392 -1.3930 -0.08 -0.16 -0.12
H -0.1300 -2.8743 1.3942 -0.10 -0.13 -0.12
H -4.5879 3.0388 -3.7167 -0.41 -0.18 0.12
H 5.5520 1.5307 4.0512 0.06 0.11 -0.08
H 8.1694 -0.2933 0.3057 0.18 -0.07 0.04
H -2.0780 -4.1303 -5.2735 -0.30 -0.15 0.23
H -0.8942 -1.8070 4.1211 -0.11 0.27 -0.23
H -3.4026 1.6515 -6.6930 -0.34 0.01 -0.03
H 6.7358 -0.0987 -0.6862 -0.14 -0.05 0.03
H 4.8922 0.2093 4.9537 -0.03 -0.16 0.10
H -3.4695 0.5205 -5.3446 -0.25 0.02 -0.02
H -2.4484 -0.9860 -4.4075 -0.16 0.11 0.41
H 2.7823 -1.9985 2.5534 0.11 0.44 -0.31
H -0.6232 0.9809 -4.2608 0.10 -0.04 0.23
H -2.8016 -1.0261 2.6902 -0.10 -0.13 0.09
H -4.6891 2.2246 0.0781 -0.33 0.12 0.04
H -1.3759 2.3807 1.9483 -0.50 -0.23 -0.66
H -5.7352 0.6802 1.8625 -0.06 0.20 0.20
H 0.7932 -3.9816 -4.5198 0.18 0.05 -0.05
H -0.1521 -5.3305 -5.1831 0.27 0.00 -0.17
H -1.6001 0.1095 -6.9957 -0.12 -0.03 -0.14
H 4.4511 -4.3356 3.5506 0.08 -0.12 0.12
H -4.8911 -0.8271 2.0660 -0.08 -0.07 0.11
H 7.9012 1.2053 -0.5723 0.01 0.20 0.03
H -3.3867 3.6275 -1.7893 -0.20 0.08 0.05
H 3.3434 2.3070 4.7721 0.20 0.03 0.21
H -3.2884 1.6972 1.6762 0.29 0.03 -0.05
H -1.5371 -2.2222 -6.2651 -0.04 0.14 -0.15
H -2.4851 0.0735 3.9841 0.11 0.20 0.17
H -5.6592 -0.3912 -0.2034 -0.01 -0.32 -0.01
H 3.1785 -3.4053 4.4270 0.29 -0.17 0.31
H -0.9433 -1.2338 -3.4609 -0.26 0.01 0.21
H -1.8225 -3.4405 -3.6624 -0.24 0.11 0.05
H -3.9183 -0.6195 -0.1705 0.16 -0.15 -0.14
H 2.7357 -4.3343 3.0261 0.11 -0.36 -0.03
H 4.0351 -2.8579 1.5816 -0.24 0.23 -0.31
H 5.8401 1.5532 0.9665 -0.33 -0.27 0.02
H -0.0462 1.5829 0.9947 -0.06 0.29 -0.18
H -0.4234 1.8055 3.9738 0.17 0.69 0.50
H 1.6253 0.6525 2.1978 0.34 -0.24 0.07
H -1.7863 2.6582 -4.4838 0.05 0.06 0.13
H 0.1841 4.0800 3.2549 -0.08 0.18 -0.15
H -4.0639 1.4146 3.1974 0.04 0.22 0.09
H 0.2655 -0.0579 -5.3662 0.22 0.18 -0.04
H 3.2939 1.9749 3.0660 0.00 0.15 -0.09

=====

Record 2
12
Properties=species:S:1:pos:R:3:forces:R:3 method="wB97M-V/def2-TZVPD" e_tot_ha=-1656.86431 homo_ha=-0.3398 multiplicity=1 total_charge=0
Cl -4.5057 0.8064 0.9530 -0.41 0.05 0.28
Cl -1.5185 -3.9331 -0.1839 0.15 -0.02 0.09
S -2.7323 -1.4208 -0.3166 -0.18 0.02 -0.29
O -3.3004 2.3837 -0.7119 0.04 0.11 -0.13
N 2.2613 -1.0494 1.0412 0.30 -0.38 0.02
N -2.4713 0.2767 -0.5558 1.01 -1.00 -0.30
C 1.1261 -1.3003 0.6886 0.42 0.15 0.14
C -3.3389 1.2893 -0.2514 0.31 -0.37 0.30
C -0.0163 -1.7199 0.3304 -0.77 -0.42 -0.25
C -1.1648 -2.2492 0.0159 -0.42 1.42 0.05
H -1.8281 0.4945 -1.3130 -0.27 0.11 0.13
H 2.5931 -0.1215 1.2453 -0.18 0.33 -0.02

=====

Record 3
17
Properties=species:S:1:pos:R:3:forces:R:3 method="wB97M-V/def2-TZVPD" e_tot_ha=-732.04830 homo_ha=-0.3304 multiplicity=1 total_charge=0 e_above_lowest_kcal_mol=11.6
S -1.2486 -1.1402 -0.2888 0.78 0.40 0.62
F 1.7267 1.0205 -0.8070 -0.73 -0.21 -0.03
C -0.5360 0.5293 0.2088 0.38 0.89 -1.12
C -1.4160 1.7413 0.0991 0.10 -0.27 0.14
C 1.1849 -0.8793 0.9686 0.94 0.59 -0.10
C 0.5931 -1.1823 -0.4500 0.67 1.39 0.18
C 0.5106 0.3021 -0.9246 0.39 -0.87 1.29
C 0.3264 0.3536 1.4633 0.60 -0.70 -1.41
H -1.9445 1.7830 -0.8426 -0.05 -0.07 -0.34
H -0.2300 0.2248 2.3652 -0.47 -0.42 0.51
H -2.1557 1.6768 0.8768 -0.41 0.35 0.47
H 0.9679 1.2347 1.6018 -0.18 -0.18 -0.17
H -0.8232 2.6512 0.1989 -0.02 0.01 0.16
H 1.0689 -1.9375 -1.0835 -0.20 0.13 0.33
H 1.1681 -1.7285 1.6307 -0.08 -0.28 0.23
H 2.2567 -0.5137 0.8494 -1.27 -0.77 0.12
H 0.1507 0.4801 -1.9055 -0.45 0.03 -0.88

=====

Record 4
17
Properties=species:S:1:pos:R:3:forces:R:3 method="wB97M-V/def2-TZVPD" s2=0.751 e_tot_ha=-457.94687 homo_ha="0.1311 / -0.0892" multiplicity=2 total_charge=-2 e_above_lowest_kcal_mol=0.0
O 3.8840 0.0910 1.0033 0.18 0.07 -0.21
O -0.6173 -2.3633 0.0161 -0.29 0.58 0.31
O -2.6077 1.6761 -2.4138 -0.25 -0.20 -1.65
O -2.0127 -0.2880 -0.7764 0.05 0.49 -0.32
O 0.7295 0.1386 3.6326 -0.23 0.10 0.52
O 0.7115 0.7084 -1.3575 -0.94 0.40 -0.65
H 3.1478 0.6786 0.7437 0.01 -0.35 0.22
H 3.4799 -0.6143 1.5534 -0.05 0.28 -0.04
H -2.8127 -0.1580 -0.2644 -0.04 0.02 0.26
H 0.4001 1.2014 -2.1360 0.60 -0.03 0.11
H 1.5154 0.1208 3.0423 -0.54 -0.03 -0.09
H -1.0990 -1.4735 -0.0307 -0.36 -0.79 -0.37
H -2.3807 0.8986 -1.8167 0.26 -0.41 0.61
H -0.1898 0.4888 -1.0353 0.06 -0.44 0.63
H -2.6928 1.2384 -3.2942 0.09 0.57 1.08
H 0.1800 -2.0947 -0.4350 0.64 -0.17 -0.10
H -0.0970 0.1661 3.1197 0.80 -0.09 -0.29